A structure of composition C10H16N2O7 in a non-equilibrium geometry. Source: OMol25; level of theory: ωB97M-V/def2-TZVPD.

Structure (ORCA input):
```
! wB97M-V def2-TZVPD RIJCOSX def2/J DEFGRID3
* xyz 0 1
O -4.36 -1.19 -0.66
O -3.81 0.18 0.85
O 1.07 -2.48 1.52
O -1.26 1.64 1.25
O 4.14 0.93 0.32
O 1.82 -3.69 0.03
O 2.93 -0.63 -0.91
N -1.48 0.72 -0.89
N 0.28 3.74 0.49
C 0.26 -1.77 -0.70
C 1.22 2.07 -0.94
C -0.92 1.61 0.03
C 1.03 -2.72 0.29
C 1.80 1.18 0.30
C -2.03 -0.66 -0.58
C -0.04 2.74 -0.38
C -3.43 -0.63 -0.11
C -1.04 -1.52 0.05
C 3.08 0.52 -0.11
H 2.29 -3.95 0.88
H -2.89 0.50 1.16
H 1.05 0.39 0.68
H -0.97 0.57 -1.88
H -2.27 -1.11 -1.65
H 0.77 3.44 1.51
H 1.86 2.88 -1.22
H 0.77 -0.48 -0.67
H 3.80 -1.22 -0.89
H -0.29 3.28 -1.33
H -0.39 4.50 0.89
H 0.19 -2.29 -1.87
H 1.94 1.70 1.25
H -1.44 -2.56 0.48
H 0.96 1.31 -1.68
H -0.82 -1.06 1.04
*
```

The energy above the lowest of the compared OMol25 structures with the same formula, charge and spin comes out at 127.8 kcal/mol. The value obtained for the LUMO energy is 0.0023 Eh. For the orbital gap, the calculation gives 10.04 eV. Its HOMO energy is -9.97 eV.

The ion C10H16N3O with charge +1 in a non-equilibrium geometry. Source: OMol25; level of theory: ωB97M-V/def2-TZVPD.

Structure (ORCA input):
```
! wB97M-V def2-TZVPD RIJCOSX def2/J DEFGRID3
* xyz 1 1
O 1.71 -1.77 1.56
N 1.94 0.57 -1.17
N 2.67 -0.41 -0.72
N 1.49 -0.77 0.92
C 0.56 -0.01 0.54
C 3.99 0.01 -0.36
C -1.53 1.32 -0.74
C -0.63 0.28 1.47
C -1.81 0.55 0.48
C 0.76 0.70 -0.74
C -3.07 1.14 1.15
C -2.21 -0.85 -0.21
C 2.49 -1.71 -1.37
C -0.31 1.46 -1.37
H -0.14 1.82 -2.38
H -2.33 1.57 -1.33
H 4.41 0.60 -1.21
H 3.90 0.83 0.48
H 2.55 -1.58 -2.46
H 1.39 -1.92 -1.30
H 3.21 -2.39 -0.96
H 4.70 -0.70 0.07
H -3.01 -0.57 -0.90
H -0.87 -0.65 1.98
H -3.91 1.21 0.57
H -1.36 -1.23 -0.87
H -2.91 2.17 1.47
H -3.27 0.55 1.97
H -2.57 -1.46 0.60
H -0.35 1.12 2.07
*
```

The energy above the lowest of the compared OMol25 structures with the same formula, charge and spin comes out at 126.4 kcal/mol. As for the SMILES: C[N+](C)=NC1=C(N=O)CC(C)(C)C=C1. The value obtained for the LUMO energy (spin up / spin down) is -0.1788 / -0.1806 Eh. For the orbital gap (spin up / spin down), the calculation gives 8.16 / 8.13 eV. Its HOMO energy (spin up / spin down) is -13.03 / -13.04 eV.

A cluster of 2 separate species, C10H16N3O2 in total in a non-equilibrium geometry. Source: OMol25; level of theory: ωB97M-V/def2-TZVPD.

Structure (ORCA input):
```
! wB97M-V def2-TZVPD RIJCOSX def2/J DEFGRID3
* xyz 1 1
O -2.65 -1.99 2.21
O -0.90 -3.22 1.99
N 0.49 2.11 0.26
N -1.74 -2.67 2.66
N 1.71 -0.10 -1.25
C -1.47 0.64 1.06
C 1.80 1.51 0.70
C -0.62 -0.07 -3.81
C -1.61 -0.68 -4.10
C -1.67 -2.82 4.14
C 0.56 0.64 -3.30
C -0.61 1.45 0.85
C 0.47 2.08 -1.24
C 0.53 0.65 -1.74
C 2.02 0.10 0.18
H 1.80 1.47 1.79
H -2.60 -3.28 4.46
H -0.82 -3.44 4.38
H 1.33 2.67 -1.57
H -0.40 0.14 -1.46
H -2.31 0.10 1.45
H 0.61 1.66 -3.71
H -1.57 -1.82 4.56
H 1.51 -0.61 0.84
H 2.60 2.20 0.41
H -0.43 2.57 -1.63
H 1.46 0.10 -3.61
H 1.44 -1.07 -1.33
H -2.47 -1.30 -4.12
H 3.09 -0.09 0.30
H 0.46 3.07 0.61
*
```

The energy above the lowest of the compared OMol25 structures with the same formula, charge and spin comes out at 133.0 kcal/mol. The value obtained for the LUMO energy is -0.1145 Eh. For the orbital gap, the calculation gives 9.70 eV. Its HOMO energy is -12.82 eV.

The ion C10H16N3OS with charge +1 in a non-equilibrium geometry. Source: OMol25; level of theory: ωB97M-V/def2-TZVPD.

Structure (ORCA input):
```
! wB97M-V def2-TZVPD RIJCOSX def2/J DEFGRID3
* xyz 1 1
S 2.57 -0.94 -0.36
O -1.67 1.25 0.59
N -1.38 -1.95 0.37
N 0.31 0.07 0.71
N 2.37 2.04 -0.76
C 2.32 0.32 2.04
C 1.97 -0.01 -1.57
C 1.50 2.81 -0.22
C 1.40 0.16 -2.72
C -0.34 1.24 0.50
C 0.22 2.48 0.25
C -2.53 -1.05 0.19
C -1.24 -2.93 -0.69
C 1.65 -0.08 0.98
C -2.42 0.16 1.12
H -1.48 -2.43 1.26
H 1.83 0.84 2.85
H -2.52 -0.69 -0.85
H -0.38 -3.56 -0.47
H 3.37 0.14 2.15
H -1.07 -2.42 -1.63
H 1.74 3.87 -0.14
H 0.90 -0.66 -3.23
H -3.41 0.59 1.28
H -2.12 -3.57 -0.79
H -2.01 -0.14 2.10
H 1.37 1.11 -3.22
H -0.26 -0.82 0.58
H 3.25 2.41 -1.09
H -0.46 3.31 0.38
H -3.48 -1.56 0.36
*
```

The energy above the lowest of the compared OMol25 structures with the same formula, charge and spin comes out at 65.1 kcal/mol. The value obtained for the LUMO energy is -0.1481 Eh. For the orbital gap, the calculation gives 7.56 eV. Its HOMO energy is -11.59 eV.

The ion C10H16NO4 with charge +1 in a non-equilibrium geometry. Source: OMol25; level of theory: ωB97M-V/def2-TZVPD.

Structure (ORCA input):
```
! wB97M-V def2-TZVPD RIJCOSX def2/J DEFGRID3
* xyz 1 1
O 2.29 0.29 -0.44
O 0.57 -2.98 -0.36
O -1.84 -2.23 0.45
O 2.07 -1.08 1.36
N -0.30 1.04 -0.42
C -2.04 0.62 1.13
C -1.37 -1.62 -0.50
C -0.76 -0.05 1.65
C 1.60 -0.31 0.56
C -2.07 -0.45 -1.17
C -1.78 0.82 -0.37
C 0.11 2.41 -0.02
C 3.69 -0.01 -0.50
C -0.03 -1.99 -0.93
C 0.18 0.02 0.50
H -3.14 -0.64 -1.17
H 0.47 -1.58 -1.80
H -2.23 1.57 1.63
H 3.83 -1.06 -0.78
H 4.15 0.17 0.46
H 0.07 0.88 -1.36
H 1.18 2.52 -0.18
H -0.42 3.14 -0.63
H -2.31 1.68 -0.79
H -0.34 0.43 2.54
H 4.11 0.65 -1.26
H -2.91 -0.01 1.29
H -1.74 -0.34 -2.21
H -0.11 2.57 1.03
H -0.96 -1.09 1.94
H 0.00 -3.35 0.35
*
```

The energy above the lowest of the compared OMol25 structures with the same formula, charge and spin comes out at 0.0 kcal/mol. The value obtained for the LUMO energy (spin up / spin down) is -0.1722 / -0.1721 Eh. For the orbital gap (spin up / spin down), the calculation gives 7.93 / 7.94 eV. Its HOMO energy (spin up / spin down) is -12.62 / -12.62 eV.

A structure of composition C10H16NO7V in a non-equilibrium geometry. Source: OMol25; level of theory: ωB97M-V/def2-TZVPD.

Structure (ORCA input):
```
! wB97M-V def2-TZVPD RIJCOSX def2/J DEFGRID3
* xyz -1 2
V -0.90 0.09 1.03
O -0.05 -1.93 0.78
O 0.50 0.70 0.49
O -2.19 1.59 -0.13
O -0.94 0.09 3.32
O -0.99 -1.15 -0.94
O -1.35 2.58 1.60
O -2.67 -0.45 2.15
N 5.02 -0.36 -0.10
C -2.08 2.60 0.57
C -2.72 -0.98 4.53
C 4.07 -0.61 -0.75
C -2.09 -0.40 3.27
C -2.59 3.90 0.01
C -0.49 -3.47 -1.07
C 2.31 0.28 -2.35
C 3.40 0.97 -3.20
C -0.47 -2.12 -0.40
C 2.87 -0.92 -1.58
H -3.02 4.48 0.82
H -1.78 4.55 -0.32
H 4.37 1.12 -2.73
H 1.84 0.90 -1.59
H -1.50 -3.88 -1.11
H 3.06 -1.81 -2.18
H 1.49 0.06 -3.03
H -3.70 -1.45 4.46
H -3.30 3.71 -0.79
H -3.04 -0.21 5.23
H 3.70 0.45 -4.12
H 3.10 1.98 -3.48
H -0.12 -3.28 -2.08
H -2.08 -1.64 5.12
H 2.12 -1.28 -0.88
H 0.20 -4.11 -0.53
*
```

The energy above the lowest of the compared OMol25 structures with the same formula, charge and spin comes out at 32.6 kcal/mol. The value obtained for the LUMO energy (spin up / spin down) is 0.1096 / 0.1100 Eh. For the orbital gap (spin up / spin down), the calculation gives 8.49 / 8.86 eV. Its HOMO energy (spin up / spin down) is -5.50 / -5.87 eV.

A cluster of 2 separate species, C10H16O in total in a non-equilibrium geometry. Source: OMol25; level of theory: ωB97M-V/def2-TZVPD.

Structure (ORCA input):
```
! wB97M-V def2-TZVPD RIJCOSX def2/J DEFGRID3
* xyz 0 1
O 2.09 -2.85 0.57
C 1.38 -1.70 0.27
C 0.06 3.48 -0.42
C -0.31 2.08 -0.98
C -3.01 -0.86 0.17
C 0.79 -1.56 -0.97
C 0.36 -0.33 -1.45
C 1.51 -0.55 1.13
C -2.90 0.24 1.23
C 1.06 0.66 0.67
C 0.50 0.82 -0.59
H -3.41 -1.80 0.41
H 0.53 -2.50 -1.44
H 1.37 -3.43 0.69
H -0.29 2.16 -2.06
H -1.45 1.89 -0.71
H 2.20 -0.55 2.08
H -2.57 -0.23 2.24
H 1.13 1.51 1.33
H -3.76 0.93 1.41
H 0.10 -0.19 -2.50
H 0.08 3.54 0.76
H -0.69 4.30 -0.47
H -3.60 -0.41 -0.64
H -1.98 -1.03 -0.21
H 0.92 4.12 -0.67
H -2.02 0.88 0.87
*
```

The energy above the lowest of the compared OMol25 structures with the same formula, charge and spin comes out at 61.6 kcal/mol. As for the SMILES: CCc1ccc(O)cc1.CC. The value obtained for the LUMO energy is 0.0319 Eh. For the orbital gap, the calculation gives 9.54 eV. Its HOMO energy is -8.67 eV.